1.
{
  "formula": "C30H25BCeN9O6S2Te",
  "method": "the ωB97M-V functional and the def2-TZVPD basis",
  "gap_ev": 6.27,
  "multiplicity": 2,
  "charge": -2,
  "energy_ha": -3667.24580,
  "e_above_lowest_ev": 0.739,
  "elements": ["Ce", "C", "C", "N", "N", "C", "B", "N", "C", "C", "C", "N", "N", "C", "C", "C", "N", "H", "H", "H", "H", "H", "H", "H", "H", "H", "H", "O", "C", "O", "C", "C", "N", "N", "C", "C", "O", "O", "H", "H", "H", "O", "C", "O", "C", "C", "C", "C", "C", "C", "S", "H", "H", "H", "H", "S", "C", "N", "C", "Te", "C", "C", "C", "C", "C", "C", "C", "H", "H", "H", "H", "H", "H", "H", "H"],
  "xyz": [[-1.221, -1.014, 0.046], [3.220, -2.604, -1.464], [2.420, -1.816, -0.626], [1.130, -2.221, -0.728], [1.115, -3.302, -1.565], [2.397, -3.570, -1.992], [-0.164, -4.107, -1.771], [-1.222, -3.333, -2.626], [-1.999, -3.812, -3.608], [-3.102, -3.048, -3.802], [-2.961, -2.053, -2.823], [-1.832, -2.242, -2.172], [-0.817, -4.496, -0.434], [-0.603, -5.634, 0.254], [-1.188, -5.516, 1.490], [-1.789, -4.263, 1.495], [-1.541, -3.665, 0.339], [4.275, -2.446, -1.631], [2.600, -1.009, 0.007], [2.624, -4.451, -2.611], [0.063, -5.123, -2.411], [-1.695, -4.739, -4.128], [-3.902, -3.039, -4.542], [-3.584, -1.231, -2.507], [0.087, -6.360, -0.112], [-1.166, -6.225, 2.325], [-2.406, -3.760, 2.229], [-4.833, 0.454, 5.058], [-4.720, 1.564, 4.341], [-5.423, 2.508, 4.543], [-3.651, 1.596, 3.313], [-3.286, 2.702, 2.567], [-2.402, 2.338, 1.618], [-2.124, 1.015, 1.769], [-2.914, 0.573, 2.737], [-2.954, -0.940, 2.852], [-3.502, -1.505, 3.843], [-2.529, -1.582, 1.889], [-4.234, -0.287, 4.657], [-3.643, 3.715, 2.573], [-2.177, 2.854, 0.710], [-2.307, 3.065, -1.020], [-1.913, 2.013, -1.554], [-2.162, 0.871, -1.015], [-1.349, 2.088, -2.936], [-1.954, 2.990, -3.814], [-1.450, 3.178, -5.120], [-0.247, 2.545, -5.451], [0.354, 1.723, -4.564], [-0.115, 1.443, -3.263], [0.875, 0.494, -2.170], [-2.886, 3.476, -3.470], [-1.888, 3.876, -5.785], [0.179, 2.731, -6.436], [1.396, 1.388, -4.708], [2.487, -1.376, 4.091], [1.244, -1.151, 3.011], [0.457, -1.124, 2.168], [2.021, 2.952, 2.563], [1.218, 2.501, 0.594], [3.253, 2.092, 0.162], [4.077, 2.824, 1.187], [5.445, 2.948, 1.065], [6.206, 3.482, 2.124], [5.587, 3.963, 3.258], [4.208, 3.796, 3.391], [3.482, 3.249, 2.377], [1.861, 2.171, 3.274], [1.574, 3.860, 2.929], [3.472, 2.389, -0.872], [3.426, 0.993, 0.253], [5.986, 2.641, 0.130], [7.306, 3.487, 2.067], [6.118, 4.316, 4.165], [3.694, 4.180, 4.265]],
  "mulliken_charge": [0.8613, -1.0978, -0.4650, 0.6372, 0.0177, -0.3388, 0.3156, -0.1498, -0.2503, -1.1706, -0.2309, 0.5659, -0.0642, -0.1759, -1.1321, -0.0706, 0.0016, 0.3768, 0.4129, 0.3949, -0.2050, 0.3606, 0.3547, 0.4490, 0.4386, 0.3399, 0.4577, -0.5754, 0.3648, -0.6425, 0.1116, -0.6747, 0.1670, -0.0711, -0.1093, 1.0096, -0.8780, -0.2339, 0.4653, 0.5018, 0.1464, -0.9128, 0.2574, -0.5299, 0.2087, -0.4954, -0.6337, -0.4939, -0.7744, 0.5435, 0.0352, 0.3307, 0.3927, 0.3239, 0.3010, -0.4918, 0.1732, -0.5061, -1.4969, 0.2472, -0.8586, 0.3344, -0.4866, -0.4455, -0.5354, -0.4640, 0.7096, 0.4452, 0.5664, 0.5304, 0.1800, 0.3245, 0.3191, 0.2971, 0.3896]
}

***

2.
{
  "formula": "C4H4N2O",
  "method": "the ωB97M-V functional and the def2-TZVPD basis",
  "gap_ev": 9.75,
  "smiles": "[H]/N=c1\\nccco1",
  "multiplicity": 1,
  "charge": 0,
  "energy_ha": -339.51445,
  "e_above_lowest_ev": 1.829,
  "elements": ["H", "N", "C", "N", "C", "C", "C", "O", "H", "H", "H"],
  "xyz": [[1.794, 1.659, -1.195], [1.005, 1.876, -0.647], [0.459, 0.810, -0.295], [0.908, -0.451, -0.863], [0.324, -1.420, -0.377], [-0.907, -1.434, 0.423], [-1.188, -0.280, 0.977], [-0.586, 0.921, 0.704], [0.722, -2.456, -0.590], [-1.273, -2.406, 0.670], [-2.076, -0.188, 1.678]],
  "nbo_charge": [0.3587, -0.6483, 0.6125, -0.4592, 0.1527, -0.4165, 0.2285, -0.4507, 0.1774, 0.2409, 0.2041]
}

***

3.
{
  "formula": "C11H16BClN6Pd",
  "method": "the ωB97M-V functional and the def2-TZVPD basis",
  "gap_ev": [7.28, 3.01],
  "multiplicity": 3,
  "charge": 2,
  "energy_ha": -1369.49586,
  "e_above_lowest_ev": 0.158,
  "elements": ["C", "N", "N", "C", "C", "B", "N", "N", "C", "C", "C", "Pd", "N", "N", "C", "C", "C", "H", "H", "H", "H", "H", "H", "H", "H", "H", "H", "H", "C", "H", "H", "H", "Cl", "C", "H", "H"],
  "xyz": [[-0.030, 2.905, 0.954], [0.072, 1.675, 0.436], [0.354, 1.794, -0.916], [0.274, 3.089, -1.252], [0.064, 3.822, -0.093], [0.549, 0.569, -1.849], [1.598, -0.344, -1.155], [1.469, -0.698, 0.181], [2.537, -1.463, 0.477], [3.276, -1.696, -0.696], [2.646, -0.990, -1.706], [-0.413, -0.164, 1.294], [-0.766, -0.238, -1.778], [-1.244, -0.663, -0.558], [-2.359, -1.378, -0.765], [-2.627, -1.379, -2.145], [-1.598, -0.644, -2.748], [-2.861, -1.818, 0.088], [-1.360, -0.353, -3.765], [-3.457, -1.839, -2.648], [0.875, 0.896, -2.954], [2.872, -0.891, -2.767], [0.346, 3.340, -2.295], [4.168, -2.289, -0.798], [-0.022, 4.874, -0.009], [2.748, -1.823, 1.480], [-0.161, 3.064, 2.005], [-0.535, -2.313, 1.670], [0.032, -2.331, 2.600], [0.716, -3.179, 2.572], [0.592, -1.404, 2.824], [-0.627, -2.538, 3.446], [-2.557, 0.445, 3.828], [-1.646, 0.898, 2.403], [-0.701, 1.397, 2.779], [-2.226, 1.666, 1.861]],
  "nbo_charge": [0.0048, -0.3158, -0.3300, 0.0619, -0.3036, 0.5228, -0.3387, -0.3044, -0.0120, -0.2321, 0.1041, 1.1355, -0.3050, -0.2305, -0.0214, -0.1440, 0.1313, 0.2616, 0.2754, 0.2786, 0.0231, 0.2646, 0.2565, 0.2723, 0.2689, 0.2508, 0.2394, 0.1973, -0.8829, 0.2893, 0.2002, 0.2746, 0.1278, -0.4769, 0.2071, 0.2495]
}

***

4.
{
  "formula": "C3H8BiO3",
  "method": "the ωB97M-V functional and the def2-TZVPD basis",
  "gap_ev": 8.91,
  "multiplicity": 1,
  "charge": 1,
  "energy_ha": -559.02455,
  "e_above_lowest_ev": 2.384,
  "elements": ["O", "C", "C", "O", "C", "Bi", "H", "H", "H", "H", "H", "H", "O", "H", "H"],
  "xyz": [[-1.582, 1.982, 1.461], [-2.149, 1.439, 0.266], [-2.650, 0.048, 0.606], [-1.463, -0.731, 0.908], [-1.676, -2.025, 1.432], [-0.079, 0.804, 1.194], [-2.989, 2.048, -0.109], [-3.173, -0.430, -0.238], [-3.268, 0.029, 1.523], [-2.331, -2.601, 0.763], [-0.700, -2.517, 1.505], [-2.129, -1.954, 2.433], [0.508, 1.045, -0.865], [-0.915, 1.322, -0.871], [0.639, 0.312, -1.468]],
  "nbo_charge": [-0.8398, -0.3112, -0.1389, -0.6303, -0.2654, 2.0559, 0.2548, 0.2310, 0.2139, 0.2260, 0.2213, 0.2109, -1.0757, 0.3318, 0.5155]
}